# 1
3 unconnected molecules or ions with the total composition C3H15N2O3, computed with ωB97M-V/def2-TZVPD.

Each line ends with the Mulliken charge.
Element x y z (Å)
O -2.34332 1.31546 -1.59809  -0.61
O -2.25110 -1.13538 0.11306  -0.51
O 2.17658 2.42539 -0.39084  -0.64
N -0.15054 0.47764 -0.15581  -0.13
N 2.41787 -0.46769 0.60042  -0.50
C 1.30461 -1.36693 0.24619  -0.96
C -1.22047 -1.48905 1.02772  -0.59
C 0.02056 -0.66202 0.76996  0.31
H -0.78085 0.38184 -0.97014  0.41
H -0.71100 1.25400 0.22859  0.35
H 1.53936 -2.36350 0.68707  0.43
H 2.41194 3.29856 -0.73053  0.31
H -2.55925 -1.90986 -0.38034  0.31
H 2.86178 -0.20375 -0.27398  0.23
H -3.08682 1.61935 -1.05229  0.30
H -1.58753 -1.39314 2.06290  0.26
H 3.10315 -0.69861 1.29892  0.19
H -2.52458 1.84005 -2.40340  0.29
H -1.13065 -2.58881 0.94508  0.38
H 3.04328 2.11975 -0.08819  0.29
H 0.80710 0.83328 -0.35232  0.27
H 0.49120 -0.31764 1.72936  0.24
H 1.16148 -1.57658 -0.82221  0.38

The molecular weight comes out at 127.16 g mol⁻¹. Its LUMO energy is -2.70 eV. Its highest occupied orbital energy is -13.435 eV. The net charge is +1. Its electronic energy is -12470.3800 eV.

***

# 2
3 unconnected molecules or ions with the total composition C3H15N3O2, computed with ωB97M-V/def2-TZVPD.

Each line ends with the Mulliken charge.
Element x y z (Å)
O 0.23406 -1.12774 4.16814  -0.61
O 0.35860 1.55847 -2.73071  -0.66
N -1.05659 -1.23956 -2.59351  -0.63
N 0.73230 -0.26004 0.22271  -0.44
N 0.55909 2.11674 0.48967  -0.56
C -0.64939 -0.57915 -0.16231  -0.25
C -0.66902 -1.66473 -1.24726  -0.90
C 0.82578 0.84084 1.16372  -0.61
H -1.33004 -2.50252 -1.00984  0.30
H -1.09053 -0.96560 0.75920  0.46
H -0.56781 -0.38744 -2.90240  0.28
H 0.95200 2.89920 1.01401  0.23
H 0.13622 0.62731 1.98851  0.35
H 1.79833 0.78422 1.59251  0.41
H -0.09738 -1.38959 5.03459  0.30
H 0.40971 -1.98079 3.76253  0.32
H -2.04564 -0.98551 -2.58656  0.24
H 1.14105 1.67205 -3.27463  0.31
H 0.54382 2.03943 -1.89518  0.31
H 0.36232 -2.02399 -1.29527  0.42
H 1.21920 0.02268 -0.63925  0.26
H -1.33219 0.23489 -0.42463  0.26
H -0.43389 2.31084 0.56594  0.23

The molecular weight comes out at 125.17 g mol⁻¹. Its LUMO energy is 0.75 eV. Its highest occupied orbital energy is -8.685 eV. The SMILES is NCCNCN.O.O. Its electronic energy is -11919.2382 eV.